Below is one molecule with the formula C24H24N2O5S, with properties calculated with ωB97M-V with the def2-TZVPD basis set.

```
56
Properties=species:S:1:pos:R:3
C -0.61 0.45 3.58
C 0.89 0.69 3.48
C 1.22 1.90 2.58
C 0.50 1.84 1.25
O -0.54 2.42 1.04
N 1.06 1.08 0.27
C 2.30 0.41 0.32
C 3.43 1.02 -0.21
C 4.64 0.36 -0.24
C 4.75 -0.93 0.26
O 5.88 -1.68 0.31
C 7.06 -1.22 -0.32
C 7.00 -1.36 -1.84
C 3.60 -1.55 0.78
C 2.39 -0.89 0.80
S 0.37 1.27 -1.31
O 0.53 2.63 -1.72
O 1.02 0.27 -2.10
C -1.34 0.86 -1.07
C -2.29 1.84 -1.19
C -3.66 1.62 -0.95
C -4.03 0.36 -0.55
C -3.04 -0.64 -0.44
C -3.63 -1.85 -0.03
C -2.82 -2.95 0.12
C -1.45 -2.80 -0.15
C -0.88 -1.61 -0.56
C -1.69 -0.46 -0.70
C -5.08 -1.56 0.12
O -5.98 -2.29 0.46
N -5.24 -0.22 -0.21
C -6.51 0.45 -0.19
H -1.12 1.34 3.93
H -1.02 0.17 2.62
H -0.81 -0.36 4.29
H 1.39 -0.20 3.09
H 1.30 0.89 4.47
H 0.89 2.81 3.07
H 2.30 1.95 2.41
H 3.34 2.02 -0.61
H 5.50 0.87 -0.66
H 7.27 -0.18 -0.03
H 7.85 -1.85 0.09
H 6.84 -2.40 -2.10
H 6.19 -0.77 -2.25
H 7.94 -1.03 -2.27
H 3.70 -2.56 1.16
H 1.51 -1.39 1.18
H -1.95 2.83 -1.47
H -4.36 2.43 -1.06
H -3.21 -3.90 0.44
H -0.81 -3.66 -0.05
H 0.17 -1.54 -0.80
H -7.25 -0.28 0.13
H -6.77 0.83 -1.18
H -6.49 1.29 0.52
```

Computed properties:
- SMILES: CCCC(=O)N(c1ccc(OCC)cc1)S(=O)(=O)c1ccc2c3c(cccc13)C(=O)N2C
- HOMO: -8.32 eV
- ΔE to the lowest compared entry with this formula, charge and spin: 0.00 kcal/mol
- Molar mass: 452.5 g/mol
- Total energy: -49331.063 eV
- Total charge: 0

Atomic partial charges in e from the Mulliken method, atoms 1 to 8:
1 C -1.1137
2 C -0.1144
3 C -1.0025
4 C 0.5780
5 O -0.5573
6 N 0.7889
7 C -1.5653
8 C -0.4297